ORCA calculation (ωB97M-V/def2-TZVPD) on a structure of composition C15H29IrN2OPSi.

CARTESIAN COORDINATES (ANGSTROEM)
Ir  -0.1256  -0.2724  0.0824
Si  -0.7309  -2.5166  0.7855
P  -1.4313  -0.4682  -1.7702
N  -1.0576  1.0668  0.8888
H  0.1610  -1.1640  1.4060
C  -1.3740  0.9278  -2.9179
H  -2.2101  0.8722  -3.6280
H  -0.4246  0.9033  -3.4644
H  -1.4377  1.8692  -2.3657
C  -1.1617  -1.9033  -2.8405
H  -1.8986  -1.8820  -3.6560
H  -1.2774  -2.8396  -2.2824
H  -0.1534  -1.8404  -3.2694
C  -3.1968  -0.4801  -1.2895
H  -3.8187  -0.6630  -2.1753
H  -3.4653  0.4922  -0.8585
H  -3.3891  -1.2625  -0.5489
C  0.5133  -3.7850  0.1882
H  1.5435  -3.4739  0.3707
H  0.3538  -3.9853  -0.8709
H  0.3166  -4.6990  0.7564
H  -0.9611  -2.9606  2.1900
H  -2.0443  -2.7033  0.0979
C  -2.0410  1.5582  1.6232
C  -3.3181  3.4871  2.3821
C  -2.2307  2.9765  1.7031
C  -2.9644  0.6930  2.3157
C  -4.0497  1.2314  2.9754
C  -4.2245  2.6200  3.0126
H  -3.4615  4.5713  2.4174
H  -1.4947  3.5928  1.1784
H  -2.7790  -0.3895  2.2645
H  -4.7599  0.5646  3.4663
H  -5.0779  3.0290  3.5454
C  2.6873  -0.0678  -2.7724
O  1.6892  0.5757  -3.0824
C  3.8950  0.5478  -2.1251
H  4.8126  0.1364  -2.5701
H  3.8856  0.3031  -1.0582
H  3.8588  1.6307  -2.2443
C  2.8086  -1.5492  -3.0400
H  2.5144  -1.7415  -4.0786
H  2.1108  -2.0626  -2.3662
H  3.8188  -1.9210  -2.8633
C  3.2005  1.2812  2.5854
C  2.3454  0.8651  1.4923
N  1.5583  0.4446  0.7445
H  3.9718  1.9720  2.2253
H  3.6920  0.4118  3.0486
H  2.5964  1.7927  3.3504

Atomic forces in eV per Å
Ir 2.5304 -3.3279 -3.9475
Si -0.7563 -0.5468 0.2351
P -1.5074 -0.0933 0.0970
N -3.5156 2.7715 3.0020
H -0.2108 -0.1065 0.8986
C 0.2720 0.2614 -0.3909
H 0.1212 -0.0547 0.1929
H -0.2824 0.0676 0.1587
H -0.0300 -0.1221 -0.0134
C -0.2076 -0.1490 -0.3394
H 0.1857 -0.0864 0.1311
H 0.0470 0.2209 -0.0950
H -0.2462 -0.0268 0.1380
C -0.1147 -0.2324 -0.4147
H 0.0307 0.0536 0.1512
H 0.1840 -0.1923 -0.0075
H 0.0317 0.2316 -0.1364
C -0.1157 -0.0157 -0.0887
H -0.0516 -0.0527 -0.1036
H 0.2589 -0.0687 -0.0591
H 0.0875 -0.0038 -0.1418
H -0.1299 0.3333 -0.0266
H 0.1727 -0.2817 0.1450
C -0.2513 0.1870 0.1175
C -2.0641 1.1574 1.3826
C 2.2782 -0.7346 -1.5222
C 2.3948 -1.3970 -1.6270
C -1.9614 0.5526 1.2355
C 0.5371 0.2037 -0.3389
H -0.0765 -0.4286 0.0702
H -0.3543 -0.0869 0.1995
H -0.1111 0.4870 -0.0009
H 0.1570 0.2812 -0.0782
H 0.0527 0.0201 -0.0622
C -0.6245 0.4360 -0.4572
O 1.3278 -0.8412 0.4228
C 0.0423 0.4018 -0.1212
H -0.2547 0.1720 0.1930
H 0.0406 -0.0578 -0.0793
H 0.0638 -0.0513 0.0972
C -0.3887 -0.0308 -0.0881
H -0.0049 -0.0738 0.2446
H 0.0837 -0.0351 -0.1518
H -0.1443 0.0132 -0.0157
C 0.4297 0.2953 0.3249
C -1.3439 -0.8561 -0.9722
N 3.6690 1.8710 2.2896
H -0.1643 -0.1434 0.1055
H -0.2133 0.2324 -0.2508
H 0.1271 -0.1532 -0.3025

- Multiplicity: 6
- Relative energy (zero: lowest compared OMol25 entry of this formula, charge and spin): 0.0 kcal/mol
- Expectation value of S²: 8.794
- E_HOMO (spin up / spin down): -2.248 / -7.024 eV
- E_LUMO (spin up / spin down): -0.06 / -1.79 eV

=====

ORCA calculation (ωB97M-V/def2-TZVPD) on the ion C4H8N3O2 with charge +1.

CARTESIAN COORDINATES (ANGSTROEM)
N  -2.0384  0.8043  0.6798
N  -2.3335  -0.3882  0.0109
C  -1.4445  -1.0025  -0.7472
O  -1.5735  -2.0538  -1.3025
N  -0.0398  -0.1072  -0.8606
O  0.2122  0.5671  -1.8234
C  0.8785  -0.3068  0.1810
C  2.4350  -0.3860  -0.1415
C  1.8918  0.8213  0.6259
H  -2.6153  0.8965  1.4332
H  -2.3264  1.6688  0.1468
H  -3.2830  -0.7123  -0.2887
H  0.7091  -0.9465  1.0927
H  2.7257  -0.3049  -1.1830
H  2.8594  -1.1715  0.4221
H  2.1759  0.9151  1.6308
H  1.7670  1.7066  0.1238

Atomic forces in eV per Å
N 1.0237 1.5867 -3.1534
N -1.2481 0.3380 -0.5602
C -0.0097 -1.6752 -0.9750
O 1.2074 1.7991 0.3003
N 0.3806 -0.2248 0.3001
O -0.6493 -0.8976 1.1467
C 1.9086 -0.3448 2.1271
C -1.6978 2.2507 0.1395
C 0.6962 -3.4475 -2.0378
H -1.5999 -0.4388 3.0564
H 0.5476 -1.3252 -0.0710
H 0.7211 0.6644 0.9200
H -1.1803 0.4642 -1.7228
H -0.1930 0.1346 0.0878
H 0.5567 -0.6147 0.4325
H -0.2945 -0.2053 1.3887
H -0.1692 1.9361 -1.3786

- Relative energy (zero: lowest compared OMol25 entry of this formula, charge and spin): 145.6 kcal/mol
- E_HOMO: -15.059 eV
- Total charge: +1
- E_LUMO: -6.43 eV

=====

Across the entries above, max |F| takes the values 0.112 0.079 Eh/bohr, respectively.